Formula: C17H22AuFN9O5Se
Source: the OMol25 dataset
Level of theory: the ωB97M-V functional and the def2-TZVPD basis

XYZ file:
```
56
Properties=species:S:1:pos:R:3:forces:R:3:lowdin_spin:R:1
N -1.1252 -0.7222 -2.1051 0.29 0.55 0.93 0.120
Se 4.4990 3.1083 1.8844 0.59 0.10 0.11 0.681
F 2.5623 -2.0530 0.5423 -2.95 0.36 -0.90 0.002
H 4.7776 -0.4027 5.6528 -0.26 0.12 -0.64 -0.001
C -4.0779 -4.1920 1.4151 -1.24 0.41 -1.15 0.000
C 4.6850 1.0530 3.9918 -0.39 2.06 0.29 0.062
H -4.7796 -3.8937 2.2287 0.84 -0.31 -0.31 0.000
H 0.9354 0.5241 4.4485 0.95 0.12 -0.55 -0.001
O -0.0316 -0.1746 -4.1169 -0.59 -0.90 2.24 0.005
H -4.8720 -0.9874 0.0407 -0.09 -0.70 0.54 0.000
N 0.3099 -1.4725 0.8481 2.46 -0.79 -1.88 0.022
C 1.1076 -2.1293 -1.3993 0.06 -0.17 -0.63 0.001
H -1.3498 -0.4777 1.1957 0.08 0.23 -1.63 0.030
C -4.7584 -1.8003 0.8014 -0.01 0.28 0.87 0.006
C 0.0037 -0.6478 -2.9945 3.00 0.74 -2.67 0.011
H 5.7385 1.1816 3.9723 0.86 0.12 -0.22 0.002
H -1.8221 1.5833 -0.1306 0.57 -0.03 -0.59 0.003
H -5.6891 -1.8948 1.4271 0.81 0.32 -0.81 0.001
H -4.1685 -2.8803 -1.9004 0.23 -0.45 0.57 0.001
H 4.4310 5.3132 -3.9096 0.31 0.27 0.19 0.000
C 4.1632 0.1570 4.9334 -1.02 0.32 -1.84 -0.011
N 1.2064 -1.0411 -2.3558 -1.71 -0.43 -0.14 0.004
H -2.3499 -2.0103 -3.1598 -0.22 0.01 0.83 0.004
H 2.9894 5.1498 -4.7407 -0.07 0.05 0.54 0.000
Au 2.9213 2.6818 0.1628 -0.03 -0.07 0.53 0.109
C 0.2604 1.9828 -0.3100 2.14 2.73 0.50 0.001
C -0.9728 -1.0005 0.2449 0.98 0.82 2.96 0.058
C 2.9250 4.8938 -2.6587 1.35 0.13 1.18 0.000
N 1.6484 4.4069 -2.7077 0.51 -0.22 1.71 0.000
H -3.0392 -4.1576 1.7057 0.16 -0.11 0.30 0.000
O 0.1296 3.2045 0.0521 0.70 -3.40 -0.90 0.004
H 1.6942 2.2221 2.8369 -0.42 0.89 -0.33 0.001
N 2.8517 -0.0937 4.8752 0.21 -0.31 2.06 0.058
O 3.6221 4.9522 -1.6068 -1.74 -0.59 -1.91 -0.001
H -4.4216 -5.2001 1.0786 0.75 0.57 0.45 0.000
H 1.3095 3.9877 -1.8196 0.01 0.62 -1.12 0.000
C 2.4317 1.7427 3.4285 2.13 0.00 -0.49 0.050
N -0.8796 -0.1404 -0.8760 -0.20 -0.53 0.25 0.012
O 1.3736 1.3262 -0.5022 -1.30 1.34 0.28 0.002
C 3.8536 1.9672 3.2378 -1.86 -2.93 1.20 0.055
H -3.9564 -1.4866 1.5344 -0.73 -0.26 -0.83 0.002
C -3.5571 -3.1605 -1.0139 -0.90 -0.45 -0.85 0.001
H -3.0500 -4.1087 -1.1943 -0.18 -0.15 -0.03 0.000
N 3.4326 5.3685 -3.8518 -0.29 -0.36 -0.24 0.000
N -2.5087 -2.1541 -0.9972 0.41 0.09 -0.81 0.054
C 2.0176 0.7164 4.2480 -0.50 -0.31 0.18 -0.009
C -4.4265 -3.1929 0.2328 -1.28 -1.02 0.88 0.000
C 1.2521 -1.8271 0.0635 0.58 0.64 2.40 0.004
H 2.1022 -0.7768 -2.7721 -0.56 -0.09 0.15 0.001
N -1.8651 -2.0844 0.1493 -0.45 -0.30 -0.57 0.513
H 1.2123 4.2125 -3.5832 -0.25 -0.11 -0.13 0.000
C -2.0868 -1.6215 -2.1613 0.14 -0.62 -0.05 0.141
H -1.0888 1.7036 -1.7696 -0.43 0.00 -0.25 0.000
C -0.9529 1.2980 -0.7734 -2.00 -0.17 0.48 0.007
H -5.3586 -3.7231 -0.1028 0.51 1.10 -0.21 0.000
O 0.7413 -3.2292 -1.7193 0.06 0.78 0.04 0.000
```
Positions in Å, forces in eV/Å.

Charge: +1
Energy relative to the best compared isomer or geometry (same formula, charge and spin): 59.1 kcal/mol
Highest occupied orbital energy (alpha / beta): -11.5 / -11.5 eV
Spin multiplicity: 3
Gap between HOMO and LUMO (alpha / beta): 7.424 / 5.833 eV